{"formula": "C16H32NO10P", "method": "the ωB97M-V functional and the def2-TZVPD basis", "elements": ["H", "H", "H", "H", "C", "C", "C", "H", "C", "C", "H", "H", "C", "O", "H", "O", "H", "O", "O", "O", "H", "H", "H", "H", "C", "H", "H", "H", "C", "P", "O", "C", "H", "H", "O", "H", "H", "H", "H", "H", "H", "C", "O", "H", "C", "C", "C", "H", "O", "H", "H", "H", "H", "C", "H", "C", "N", "H", "C", "O"], "positions_angstrom": [[-1.7581, 0.1938, -3.0741], [-0.3494, -1.3871, 3.8165], [2.4506, 2.2661, 2.4694], [-4.3488, -0.4750, -1.1924], [2.8859, 2.3870, -0.1790], [-3.3087, -0.3347, -0.7204], [0.4809, 2.9130, -1.4476], [0.9785, -1.6509, 2.5893], [-1.0847, -1.5745, 1.6626], [5.0650, -1.7773, -1.7135], [-0.0330, -3.1002, 3.0351], [6.6008, -1.5856, -0.2026], [1.1816, 0.5213, -1.1892], [-4.4706, 0.3672, 1.6710], [-7.5907, -1.1394, 1.8168], [2.6683, 1.3436, 2.1971], [-7.1815, -2.7220, 2.6441], [4.0662, -2.1997, -0.7846], [-0.7647, 4.3129, 0.2892], [0.1189, 5.5336, 1.7384], [-2.9032, -1.7941, -2.3595], [1.3778, -0.4048, -0.5538], [5.6701, -3.7732, -0.5626], [-0.5670, 4.9067, -1.7114], [-1.1703, -0.4194, -2.2963], [0.9647, 5.0147, -0.7107], [-0.8441, 0.6957, -0.2811], [-6.1675, -1.1346, 2.9547], [6.4399, -2.1050, -1.1532], [-3.5062, -0.7094, 1.1125], [-0.5841, 1.9937, -1.8151], [-0.0937, -1.9639, 2.8725], [3.0036, 3.4677, 0.1837], [3.5917, 2.2600, -1.0623], [-4.3245, -2.2072, 1.3605], [-3.0764, 0.7812, -0.8120], [4.9524, -0.7051, -1.8998], [4.1201, -1.6127, -0.0143], [-0.4147, -1.0897, 0.8595], [1.6495, 0.5772, -2.2229], [-6.1165, -3.0509, 0.4631], [0.0653, 4.3506, -0.9256], [4.4469, 0.7077, 0.8800], [7.2284, -1.8217, -1.8533], [-6.7136, -1.7860, 2.1879], [1.3775, 1.9656, -0.4936], [-0.4121, 0.6090, -1.3379], [-0.4155, -1.0888, -2.8352], [6.5382, -3.5023, -0.8990], [0.8818, 2.0703, 0.5375], [-1.8519, -2.1393, -0.9101], [-1.5312, -2.5409, 1.2417], [4.8910, -2.3221, -2.6438], [-2.2972, -1.2911, -1.5185], [-5.9044, -1.2635, 0.1933], [3.4297, 1.4106, 0.9851], [-0.7588, 5.5232, 0.9232], [1.2159, 3.1751, -2.3018], [-5.7149, -2.0955, 0.9669], [-2.0834, -0.5798, 2.0256]], "forces_ev_per_a": [[1.1, -0.8, 1.1], [0.1, -1.0, -1.1], [-0.1, -0.9, -0.4], [1.4, 0.2, 1.1], [0.3, -0.6, 0.3], [0.2, -1.0, -0.5], [2.0, -1.1, 0.4], [-1.7, -0.4, 0.4], [2.2, -0.7, -0.3], [0.1, 0.2, 0.3], [-0.4, 1.8, 0.0], [0.0, 0.3, -0.1], [-2.0, 1.0, 0.7], [2.7, -2.5, -1.5], [1.3, -1.0, 0.4], [1.3, 1.1, -1.8], [1.0, 1.2, -0.5], [-0.1, 0.0, 0.1], [0.4, -1.7, -1.5], [-1.5, 0.5, -1.0], [0.9, 0.6, 1.3], [0.5, 1.4, -1.0], [0.2, 0.1, 0.0], [1.0, -1.0, 0.9], [-0.5, 0.4, 0.5], [-0.8, -1.2, -0.3], [0.4, -0.9, -1.3], [-0.8, -1.1, -1.0], [-0.2, -0.4, 0.1], [-3.9, 3.5, 2.9], [0.1, 1.2, -0.7], [0.5, 0.2, -0.5], [-0.4, -1.4, -0.4], [-0.9, 0.0, 1.1], [1.6, 1.7, -1.0], [-0.1, -1.6, 0.3], [0.2, 0.0, -0.1], [0.0, -0.1, -0.2], [-1.2, -0.9, 1.0], [-0.4, -0.6, 1.3], [1.3, 1.1, 0.8], [-0.9, 0.4, -0.7], [-3.4, 1.9, 0.1], [0.0, -0.1, 0.0], [0.1, 0.7, -0.1], [0.0, 0.7, 1.1], [1.0, 1.1, 0.4], [-1.1, 0.9, 0.8], [-0.1, 0.0, -0.2], [0.4, -0.8, -1.4], [-0.5, 1.3, -0.6], [0.3, 1.4, 0.6], [0.0, 0.0, 0.1], [0.1, 0.3, -1.4], [0.7, -1.2, 1.2], [1.7, -0.8, 0.1], [1.9, 0.6, 2.0], [-1.5, -0.4, 0.6], [-2.7, 0.4, -0.4], [-1.8, -2.2, -2.1]], "max_force_ev_per_a": 6.0, "charge": 0, "lumo_energy_ev": -0.6, "orbital_gap_ev": 9.13, "energy_ev": -48359.087, "homo_ev": -9.76}